DFT (ωB97M-V/def2-TZVPD) results for a structure of composition C18H33Cl12Mg2O6 at a distorted geometry.

```
71
C18H33Cl12Mg2O6 ωB97M-V/def2-TZVPD
Mg 2.443 0.277 -2.589
Mg 3.535 2.123 -0.039
C 5.481 -1.227 -0.259
C 4.778 0.083 -0.346
O 3.686 0.221 -1.014
O 5.235 1.138 0.194
H 4.925 -1.909 0.385
H 6.480 -1.105 0.141
H 5.461 -1.697 -1.243
C -0.322 0.907 0.454
C 0.904 1.504 -0.138
O 1.706 2.183 0.583
O 1.218 1.211 -1.329
H -1.058 0.766 -0.330
H -0.712 1.644 1.161
H -0.080 0.020 1.021
C 1.425 -2.836 -4.674
C 1.802 -1.632 -3.876
O 0.980 -0.700 -3.605
O 2.970 -1.472 -3.371
H 0.907 -2.473 -5.564
H 0.694 -3.439 -4.142
H 2.308 -3.399 -4.948
Cl -1.870 -5.954 -2.893
C -0.823 -5.182 -1.668
C -1.265 -3.750 -1.468
Cl -0.678 -3.161 0.104
H 0.201 -5.244 -2.029
H -0.831 -5.728 -0.729
H -2.341 -3.610 -1.515
H -0.858 -3.073 -2.218
Cl -3.337 3.823 4.419
C -1.930 4.661 3.671
C -1.344 3.808 2.588
Cl -2.535 3.387 1.328
H -1.280 4.824 4.522
H -2.303 5.605 3.287
H -0.946 2.908 3.065
H -0.508 4.205 2.015
Cl -1.122 5.244 -3.061
C -1.535 3.528 -3.174
C -0.495 2.788 -3.959
Cl -0.326 3.295 -5.651
H -2.563 3.343 -3.474
H -1.528 3.115 -2.159
H -0.663 1.704 -3.988
H 0.480 2.760 -3.467
Cl -2.518 -1.018 2.542
C -2.607 0.026 4.015
C -1.263 -0.023 4.725
Cl -1.128 1.411 5.798
H -3.494 -0.310 4.535
H -2.748 1.060 3.709
H -0.484 0.061 3.968
H -1.056 -0.933 5.280
Cl -2.755 0.359 -2.523
C -3.738 0.183 -1.019
C -5.035 -0.489 -1.437
Cl -6.065 -0.757 0.002
H -3.897 1.198 -0.681
H -3.195 -0.428 -0.311
H -4.783 -1.472 -1.817
H -5.596 0.141 -2.112
Cl 3.613 0.525 3.218
C 3.874 -1.232 3.468
C 2.682 -2.054 3.082
Cl 2.329 -1.970 1.317
H 4.132 -1.408 4.510
H 4.746 -1.537 2.892
H 1.756 -1.709 3.530
H 2.860 -3.105 3.289
```

Results
Calculated total energy: -7079.67904 hartree
HOMO energy: -12.509 eV
Net charge: +1
Kohn-Sham gap: 7.90 eV